DFT (ωB97M-V/def2-TZVPD) results for a single C5H11NO molecule.

Output
structure (SMILES)	CNC(=O)C(C)C
E_tot	-8899.7170	eV
relative energy (zero: lowest compared OMol25 entry of this formula, charge and spin)	191.1	kJ/mol
max |F|	4.07	eV/Å
HOMO energy	-0.351	hartree

Last column: Löwdin charge in e.
Positions of all 18 atoms, in Å:
C1 2.853 0.553 -0.222  -0.04
N1 1.442 0.140 -0.422  0.02
C2 0.548 -0.200 0.516  -0.50
O1 0.614 -0.401 1.705  0.07
C3 -0.926 -0.207 -0.312  -0.37
C4 -1.640 -1.496 0.026  -0.09
C5 -1.593 1.054 0.218  -0.08
H1 3.028 1.570 -0.593  0.08
H2 3.571 -0.113 -0.716  0.07
H3 3.097 0.552 0.853  0.09
H4 0.613 0.053 -1.084  0.12
H5 -0.974 -0.116 -1.441  0.14
H6 -1.529 -1.659 1.099  0.08
H7 -1.204 -2.353 -0.504  0.08
H8 -2.703 -1.444 -0.226  0.08
H9 -2.645 1.123 -0.074  0.08
H10 -1.524 1.030 1.307  0.08
H11 -1.076 1.954 -0.141  0.08


DFT (ωB97M-V/def2-TZVPD) results for a single C5H11NO molecule.

Output
structure (SMILES)	CC(C)N(C)C=O
E_tot	-8899.1243	eV
relative energy (zero: lowest compared OMol25 entry of this formula, charge and spin)	248.3	kJ/mol
max |F|	1.84	eV/Å
HOMO energy	-0.345	hartree

Last column: Löwdin charge in e.
Positions of all 18 atoms, in Å:
C1 1.539 0.459 -1.012  -0.08
C2 0.711 -0.323 0.010  -0.26
C3 0.406 0.848 1.450  -0.03
N1 -0.564 -0.761 -0.481  -0.15
C4 -1.409 0.399 -0.594  -0.07
C5 -1.103 -1.934 0.005  -0.31
O1 -0.469 -2.878 0.424  0.03
H1 1.049 1.411 -1.230  0.07
H2 2.510 0.670 -0.557  0.07
H3 1.727 -0.053 -1.969  0.09
H4 1.244 -1.252 0.304  0.14
H5 0.172 0.219 2.310  0.05
H6 1.379 1.313 1.532  0.03
H7 -0.279 1.742 1.635  0.07
H8 -1.162 0.991 -1.478  0.09
H9 -2.460 0.118 -0.604  0.09
H10 -1.078 0.964 0.290  0.04
H11 -2.211 -1.935 -0.036  0.13


DFT (ωB97M-V/def2-TZVPD) results for a single C5H11NO molecule.

Output
structure (SMILES)	C[C@H]1CN1CCO
E_tot	-8899.6407	eV
relative energy (zero: lowest compared OMol25 entry of this formula, charge and spin)	198.4	kJ/mol
max |F|	0.40	eV/Å
HOMO energy	-0.343	hartree

Last column: Löwdin charge in e.
Positions of all 18 atoms, in Å:
C1 -1.432 1.747 -1.015  -0.06
C2 -0.116 1.316 -0.416  -0.34
C3 0.105 1.226 1.046  -0.11
N1 -0.076 0.023 0.249  -0.09
C4 1.093 -0.838 0.038  -0.18
C5 0.638 -2.290 0.108  -0.27
O1 -0.005 -2.555 1.333  -0.07
H1 -1.651 1.185 -1.930  0.08
H2 -1.414 2.813 -1.263  0.07
H3 -2.248 1.569 -0.307  0.08
H4 0.768 1.575 -1.005  0.14
H5 -0.701 1.457 1.742  0.11
H6 1.107 1.428 1.424  0.11
H7 1.557 -0.631 -0.935  0.12
H8 1.844 -0.664 0.819  0.12
H9 -0.024 -2.506 -0.745  0.12
H10 1.499 -2.966 0.045  0.12
H11 -0.702 -1.885 1.402  0.08


DFT (ωB97M-V/def2-TZVPD) results for a single C5H11NO molecule.

Output
structure (SMILES)	CC[C@@H](C)NC=O
E_tot	-8901.3220	eV
relative energy (zero: lowest compared OMol25 entry of this formula, charge and spin)	36.2	kJ/mol
max |F|	0.86	eV/Å
HOMO energy	-0.357	hartree

Last column: Löwdin charge in e.
Positions of all 18 atoms, in Å:
C1 0.036 -2.309 0.318  -0.10
C2 -0.709 -1.014 0.013  -0.22
C3 0.148 0.252 0.104  -0.38
C4 1.208 0.326 -0.986  -0.04
N1 -0.741 1.412 0.016  0.05
C5 -0.589 2.473 0.834  -0.36
O1 0.260 2.549 1.703  0.01
H1 0.017 -2.587 1.366  0.07
H2 -0.387 -3.150 -0.241  0.07
H3 1.069 -2.266 -0.023  0.06
H4 -1.146 -1.020 -0.987  0.11
H5 -1.547 -0.934 0.701  0.11
H6 0.605 0.326 1.079  0.14
H7 1.802 1.211 -0.793  0.08
H8 0.751 0.504 -1.967  0.08
H9 1.863 -0.539 -1.061  0.07
H10 -1.313 1.494 -0.808  0.14
H11 -1.326 3.273 0.730  0.13


DFT (ωB97M-V/def2-TZVPD) results for C5H11NO as an isolated structure.

Output
E_tot	-8897.6697	eV
relative energy (zero: lowest compared OMol25 entry of this formula, charge and spin)	388.6	kJ/mol
max |F|	2.18	eV/Å
HOMO energy	-0.355	hartree

Last column: Löwdin charge in e.
Positions of all 18 atoms, in Å:
C1 -0.148 1.100 1.173  -0.07
C2 0.673 0.899 -0.089  -0.44
C3 2.066 0.320 0.206  -0.05
N1 0.012 0.222 -1.195  0.14
C4 -1.366 -1.700 -0.252  -0.02
C5 -1.133 -0.586 -1.216  -0.54
O1 -1.643 0.665 -1.042  -0.01
H1 -0.186 0.186 1.773  0.07
H2 0.309 1.891 1.770  0.08
H3 -1.166 1.387 0.907  0.07
H4 0.843 1.870 -0.570  0.14
H5 2.681 0.233 -0.695  0.08
H6 2.578 1.000 0.901  0.08
H7 2.005 -0.661 0.689  0.08
H8 -0.497 -2.367 -0.285  0.09
H9 -1.513 -1.331 0.763  0.07
H10 -2.249 -2.248 -0.582  0.08
H11 -1.263 -0.880 -2.256  0.14


DFT (ωB97M-V/def2-TZVPD) results for a single C5H11NO molecule.

Output
structure (SMILES)	C=NCCCCO
E_tot	-8899.3326	eV
relative energy (zero: lowest compared OMol25 entry of this formula, charge and spin)	228.2	kJ/mol
max |F|	2.66	eV/Å
HOMO energy	-0.346	hartree

Last column: Löwdin charge in e.
Positions of all 18 atoms, in Å:
C1 -2.663 -0.562 -0.934  -0.07
N1 -2.139 -0.590 0.207  -0.04
C2 -1.395 0.530 0.780  -0.25
C3 0.086 0.189 0.882  -0.21
C4 0.710 -0.001 -0.529  -0.17
C5 2.245 -0.073 -0.447  -0.26
O1 2.950 -0.858 0.541  -0.08
H1 -3.426 -1.275 -1.212  0.06
H2 -2.438 0.270 -1.622  0.08
H3 -1.844 0.779 1.745  0.11
H4 -1.609 1.412 0.179  0.10
H5 0.267 -0.640 1.572  0.11
H6 0.649 1.029 1.304  0.12
H7 0.595 1.018 -0.924  0.11
H8 0.207 -0.755 -1.116  0.10
H9 2.737 0.904 -0.478  0.11
H10 2.562 -0.610 -1.344  0.11
H11 2.504 -0.765 1.396  0.07


DFT (ωB97M-V/def2-TZVPD) results for a 2-piece molecular cluster, C5H11NO2 overall.

Output
⟨S²⟩	0.751
E_tot	-10945.5069	eV
relative energy (zero: lowest compared OMol25 entry of this formula, charge and spin)	224.9	kJ/mol
2S+1	2
net charge	-1
max |F|	5.39	eV/Å
HOMO energy (alpha / beta)	0.029 / -0.220	hartree

Last column: Löwdin charge in e.
Positions of all 19 atoms, in Å:
O1 1.205 2.015 -3.065  0.03
C1 1.165 1.785 -1.928  -0.44
N1 0.433 0.711 -1.411  0.00
C2 0.582 0.487 0.051  -0.25
C3 -0.425 -0.662 0.501  -0.36
C4 0.193 -1.427 1.602  -0.30
C5 1.477 -1.802 1.575  -0.07
H1 1.774 2.246 -1.123  0.13
H2 -0.108 -0.109 -1.816  0.11
H3 1.715 0.237 0.425  0.11
H4 0.443 1.467 0.603  0.09
H5 -0.724 -1.316 -0.298  0.03
H6 -1.379 -0.047 0.825  0.07
H7 -0.441 -1.733 2.465  0.08
H8 2.249 -1.486 0.845  0.04
H9 1.868 -2.315 2.452  0.03
H10 -2.674 0.213 -0.828  -0.02
H11 -3.821 1.026 0.006  -0.02
O2 -3.534 0.711 -0.881  -0.24


DFT (ωB97M-V/def2-TZVPD) results for a 2-piece molecular cluster, C5H11NO2 overall.

Output
structure (SMILES)	COC(N)=O.C=CC
E_tot	-10946.0764	eV
relative energy (zero: lowest compared OMol25 entry of this formula, charge and spin)	307.8	kJ/mol
max |F|	5.61	eV/Å
HOMO energy	-0.327	hartree

Last column: Löwdin charge in e.
Positions of all 19 atoms, in Å:
C1 -1.757 0.326 1.074  -0.10
O1 -0.361 0.467 0.890  -0.21
C2 0.556 -0.763 1.323  -0.53
N1 1.712 -0.249 1.839  0.18
O2 0.034 -1.796 1.639  0.11
H1 -2.221 -0.013 0.143  0.07
H2 -2.160 1.300 1.353  0.09
H3 -2.002 -0.406 1.850  0.09
H4 1.840 0.747 1.787  0.11
H5 2.149 -0.789 2.571  0.12
C3 -0.635 -0.936 -1.791  -0.01
C4 0.274 -0.180 -1.185  -0.28
C5 0.831 1.115 -1.673  -0.09
H6 -0.951 -1.882 -1.380  0.06
H7 -1.143 -0.582 -2.678  0.06
H8 0.937 -0.737 -0.357  0.11
H9 0.442 1.335 -2.669  0.08
H10 0.533 1.936 -1.020  0.07
H11 1.921 1.107 -1.715  0.08